[1]
Molecular formula: C5H8O2
Method: DFT, ωB97M-V/def2-TZVPD

The geometry in XYZ format:
```
15
Properties=species:S:1:pos:R:3:forces:R:3
C 1.6379 0.1332 -0.1944 0.00 -0.06 -0.11
C 0.2802 -0.0800 0.4270 -0.19 -0.13 0.29
O 0.3127 -0.8470 1.6303 -0.12 -1.41 -0.25
C -0.3610 1.0197 1.0997 -0.64 1.30 -0.52
C -1.2089 -0.0464 -1.5897 -0.37 0.26 -1.03
C -0.8673 -0.7042 -0.4419 0.61 -0.78 1.93
O -1.4218 -1.6680 0.1612 -0.04 0.61 -1.08
H 2.3281 0.5880 0.5248 -0.17 -0.06 -0.09
H 2.0506 -0.8280 -0.5105 -0.05 0.11 0.04
H 1.5604 0.7832 -1.0717 0.04 -0.07 0.12
H -0.4717 -1.4971 1.3819 0.77 0.48 0.50
H -1.3875 0.8717 1.4167 0.17 -0.02 0.06
H 0.1270 1.9589 1.3755 -0.03 -0.30 -0.13
H -2.0088 -0.4168 -2.2248 0.05 0.12 0.18
H -0.5698 0.7328 -1.9842 -0.02 -0.06 0.10
```
Positions in Å, forces in eV/Å.

## Properties
* orbital gap (alpha / beta): 8.544 / 5.583 eV
* DFT total energy: -345.6430 Eh

=====

[2]
Molecular formula: C5H8O2
Method: DFT, ωB97M-V/def2-TZVPD

The geometry in XYZ format:
```
15
Properties=species:S:1:pos:R:3:forces:R:3
O -1.5826 1.1775 -1.1926 0.06 0.32 0.27
C -1.3227 0.3621 -0.0571 0.10 -0.21 0.17
C -1.2611 -1.0984 -0.4882 -0.05 0.30 0.40
C 0.8323 -0.7123 0.2023 -0.39 0.09 -0.19
O 1.5737 -1.3944 1.1443 0.11 -0.08 -0.33
C 1.2248 0.5943 -0.4254 0.05 -0.02 -0.10
C 0.0743 0.5370 0.5494 -0.11 -0.06 0.02
H -1.5411 2.1009 -0.9022 -0.06 -0.23 -0.15
H -2.0945 0.5250 0.7153 0.14 -0.04 -0.24
H -1.4629 -1.6834 0.4316 0.09 0.11 -0.17
H 0.1972 -1.3473 -0.5664 0.49 0.05 0.22
H 2.2831 -1.8712 0.6863 -0.20 0.13 0.18
H 2.1442 1.0281 -0.0354 -0.23 -0.13 -0.06
H 1.0149 0.7757 -1.4785 0.04 -0.09 0.24
H 0.2061 0.9929 1.5303 -0.05 -0.15 -0.25
```
Positions in Å, forces in eV/Å.

## Properties
* orbital gap: 8.749 eV
* DFT total energy: -345.5921 Eh

=====

What are the max |F| values for these records? In order: 2.17, 0.54 eV Å⁻¹.
What are the ΔE to the lowest compared entry with this formula, charge and spin values for these records? In order: 425.3, 558.9 kJ/mol.